No. 1
ORCA calculation (the ωB97M-V functional and the def2-TZVPD basis) on a 2-piece molecular cluster, C2H10NS overall.

M (g/mol): 80.2
E_HOMO (eV): -14.20
Orbital gap (eV): 10.83
Total charge: +1
Calculated total energy (eV): -14554.036
Energy above the lowest of the compared OMol25 structures with the same formula, charge and spin (eV): 1.028

XYZ file:
```
14
Properties=species:S:1:pos:R:3:forces:R:3:mulliken_charge:R:1
N -2.43498 1.08764 0.05087 0.03 0.39 -0.84 -0.7317
H -2.37911 2.03957 0.41486 -0.02 -0.32 0.20 0.2582
H -3.15117 0.60068 0.57457 -0.02 0.04 0.24 0.2558
H -2.85258 1.22604 -0.87681 0.19 -0.18 0.31 0.2552
H 0.31867 0.64852 -1.15096 -1.02 0.62 0.15 0.2335
C 2.19883 0.30719 0.15071 1.12 0.06 2.06 -0.8573
S 1.08290 -0.40643 -1.02079 0.69 -1.07 -0.59 0.2673
C 0.08059 -1.56866 -0.06099 0.07 0.48 0.92 -0.7316
H 3.14044 -0.21725 0.34005 -0.16 -0.49 -1.03 0.3640
H 1.81330 0.28484 1.17650 -0.67 0.36 -0.38 0.3275
H 2.49002 1.32105 -0.10128 -0.35 0.12 -0.37 0.3664
H -0.98583 -1.50815 -0.25748 0.09 0.21 -0.55 0.3414
H 0.46965 -2.57023 -0.21101 0.09 0.04 -0.15 0.3619
H 0.20928 -1.24480 0.97176 -0.03 -0.26 0.04 0.2893
```
Positions in Å, forces in eV/Å.

No. 2
ORCA calculation (the ωB97M-V functional and the def2-TZVPD basis) on a 5-piece molecular cluster, C9H28O5 overall.

Spin multiplicity: 2
M (g/mol): 216.3
E_HOMO (spin up / spin down) (eV): -12.40 / -12.40
Orbital gap (spin up / spin down) (eV): 9.56 / 2.90
Expectation value of S²: 0.75
Total charge: +1
Calculated total energy (eV): -20012.741
Energy above the lowest of the compared OMol25 structures with the same formula, charge and spin (eV): 1.771

XYZ file:
```
42
Properties=species:S:1:pos:R:3:forces:R:3:mulliken_charge:R:1
C -0.11884 0.28782 0.20016 0.27 0.16 -1.03 -0.3757
O -0.50716 0.22178 1.53573 -0.32 0.92 1.32 -0.6799
H -0.38913 1.26109 -0.20945 -0.06 -0.05 -0.02 0.1704
H 0.96425 0.16690 0.18015 0.18 -0.17 -0.67 0.2428
H -0.63268 -0.49166 -0.36240 0.26 0.09 -0.26 0.1354
H -0.37555 -0.69667 1.78215 0.10 -0.74 0.78 0.4269
C 2.69849 0.98071 2.40420 1.95 -1.04 1.54 -0.9305
C 2.06559 2.27444 1.92817 -0.06 1.04 0.72 -0.0500
O 0.81747 2.25522 2.55703 1.91 2.38 0.56 -0.1135
H 3.67680 0.85135 1.94129 -0.46 -0.34 -1.41 0.3518
H 2.06161 0.09934 2.47955 0.18 0.09 -0.51 0.2352
H 3.18222 1.14683 3.36675 -1.05 0.21 0.76 0.4142
H 2.03386 2.30358 0.83902 -0.55 -0.21 -0.25 0.2331
H 2.62669 3.11610 2.33421 -0.26 0.10 -0.27 0.3650
H 0.29896 1.49127 2.29410 -1.98 -2.62 -1.25 0.5121
C -2.84622 -1.69877 -2.20151 -0.45 -0.05 -0.13 -1.0240
C -1.61558 -1.81008 -3.04698 0.30 -0.45 -0.73 0.2182
O -1.95716 -2.47141 -4.29186 0.05 0.28 0.94 -0.5386
H -3.54782 -1.05645 -2.73375 -0.22 0.05 0.37 0.2962
H -2.61401 -1.32208 -1.20537 -0.03 0.38 -0.06 0.2543
H -3.31889 -2.66641 -2.03312 0.07 -0.08 -0.24 0.3363
H -0.84078 -2.31877 -2.47338 0.19 -0.45 -0.24 0.3177
H -1.21231 -0.82645 -3.28770 -0.02 0.18 0.02 -0.1229
H -1.20132 -2.94489 -4.64700 0.12 0.07 0.08 0.3007
C -0.05532 -1.16420 4.76800 0.79 -0.43 0.06 -0.7710
C -0.79505 -2.12682 3.83466 0.29 0.80 -0.07 -0.2903
O 0.04555 -2.35826 2.68453 -0.35 0.18 0.04 -0.6169
H 0.99189 -1.44785 4.87288 0.17 -0.81 0.13 0.3196
H -0.40861 -1.12701 5.79849 -0.41 0.35 -0.26 0.3739
H 0.12758 -0.19201 4.31031 -0.92 0.37 0.11 0.0923
H -1.69147 -1.65028 3.43788 -0.09 -0.12 0.09 0.2732
H -1.08539 -3.07210 4.29319 0.15 0.06 0.12 0.3211
H 0.87595 -2.67261 3.04953 0.25 -0.20 -0.24 0.3060
C -0.46902 2.05411 -3.37066 -0.15 -0.35 -0.46 -0.6249
C 0.64504 1.59129 -4.35073 -0.78 0.70 1.92 -0.2041
O 1.65253 2.59447 -4.42645 0.00 -0.20 -1.23 -0.5170
H -1.25477 1.30957 -3.24276 -0.06 -0.16 -0.32 0.2275
H -0.95007 2.95756 -3.74545 0.13 0.07 0.09 0.3389
H -0.12704 2.22232 -2.34946 0.47 0.24 -0.03 -0.0250
H 0.18078 1.41971 -5.32187 0.46 0.35 -0.14 0.2965
H 1.02568 0.63342 -3.99619 0.34 -0.12 -0.08 0.2453
H 2.04330 2.87571 -3.59591 -0.42 -0.46 0.24 0.2795
```
Positions in Å, forces in eV/Å.

No. 3
ORCA calculation (the ωB97M-V functional and the def2-TZVPD basis) on C4H4KO6 as an isolated structure.

Spin multiplicity: 2
M (g/mol): 187.2
E_HOMO (spin up / spin down) (eV): -6.14 / -9.07
Orbital gap (spin up / spin down) (eV): 5.72 / 8.53
Expectation value of S²: 0.75
Total charge: 0
Calculated total energy (eV): -32819.849
Energy above the lowest of the compared OMol25 structures with the same formula, charge and spin (eV): 2.396

XYZ file:
```
15
Properties=species:S:1:pos:R:3:forces:R:3:mulliken_charge:R:1
O 1.52428 -1.69061 -0.58454 -1.53 -1.58 1.37 -0.5209
C 0.35087 -2.02503 -0.33574 1.12 2.75 -4.98 -0.2680
C -0.62144 -0.97599 0.13990 0.59 -4.01 -0.53 -0.0266
O -1.93959 -1.26359 -0.28990 -0.21 -1.65 0.17 -0.4096
H -0.51228 -1.74429 1.11255 -0.49 3.57 0.26 0.1816
H -0.08677 -2.86254 -0.91700 0.12 -0.72 1.20 0.3803
H -0.34635 -0.05722 -0.40667 0.27 0.37 2.16 0.4243
C -2.77404 -0.22901 -0.42556 0.26 1.67 -0.61 0.8317
O -2.54110 0.77095 -1.05255 -0.02 -0.79 0.52 -0.5279
O -3.90953 -0.42408 0.22250 -0.86 -0.18 0.02 -0.4448
H -3.95216 -1.31051 0.60649 0.23 0.11 -0.02 0.3464
O 1.68902 2.34608 0.30720 0.36 0.52 -0.27 -0.6203
C 1.10488 1.83644 1.26120 -0.38 -1.04 0.07 0.1710
O 0.81988 0.64161 1.48405 0.61 0.76 0.45 -0.5141
K 3.08909 0.27616 -0.23958 -0.07 0.22 0.20 0.9970
```
Positions in Å, forces in eV/Å.

No. 4
ORCA calculation (the ωB97M-V functional and the def2-TZVPD basis) on a 2-piece molecular cluster, C3H6N3 overall.

M (g/mol): 84.1
E_HOMO (spin up / spin down) (eV): -13.84 / -13.67
Orbital gap (spin up / spin down) (eV): 7.87 / 7.88
Total charge: +1
Calculated total energy (eV): -7662.447
Energy above the lowest of the compared OMol25 structures with the same formula, charge and spin (eV): 8.929

XYZ file:
```
12
Properties=species:S:1:pos:R:3:forces:R:3:mulliken_charge:R:1
C 2.75329 -0.69788 0.16438 -2.45 1.46 -0.82 -0.4996
C 1.01921 0.83051 0.14014 2.56 -3.39 -0.20 -0.0004
C -1.33945 0.91878 -0.42355 -1.44 1.60 -0.69 -0.0401
N -2.48053 -0.86709 0.45609 1.07 0.67 1.32 -0.5980
N -2.37388 0.25170 -0.13777 -1.52 -2.11 -0.60 0.2239
N -0.11822 0.29501 -0.16633 1.59 2.27 0.65 -0.1473
H 2.67932 -1.55385 -0.56182 -0.29 1.25 0.91 0.3585
H 3.30320 -0.52439 1.07001 -0.02 0.02 0.13 0.3818
H 1.31619 1.89459 0.29413 -0.79 -0.80 -0.58 0.3637
H -1.51222 1.85594 -0.97921 0.84 -0.39 0.72 0.3859
H -2.90838 -1.74241 0.13890 -0.33 0.93 -0.84 0.2913
H -0.33852 -0.66093 0.00504 0.79 -1.51 -0.01 0.2803
```
Positions in Å, forces in eV/Å.